The following is a quantum chemistry calculation of 13 unconnected molecules or ions with the total composition C36H73Br24O3P, from the Open Molecules 2025 dataset.

Structure (XYZ):
```
137
Properties=species:S:1:pos:R:3:forces:R:3
C 3.469 -2.550 0.982 -0.991 -0.244 0.137
C 2.420 -1.451 1.490 0.683 0.653 0.674
C 3.003 0.064 1.422 -1.284 -0.516 -1.078
C 3.187 0.547 -0.105 0.330 -0.258 0.106
C 4.077 1.893 -0.265 -0.700 0.008 0.230
C 4.024 2.856 1.032 -0.100 0.713 -1.032
C 2.575 3.569 1.197 1.115 0.441 -0.810
C 2.568 4.631 2.395 -1.133 0.308 -0.398
C 1.804 4.160 3.724 0.716 0.443 0.561
C 1.684 2.574 3.915 -0.660 1.254 0.628
C 0.277 1.992 3.448 -1.721 -3.086 2.090
O -0.243 1.036 4.087 2.079 3.157 -2.086
O -0.494 2.503 2.363 2.201 -0.985 -0.045
C -0.902 1.377 1.527 -0.716 -1.449 0.247
P -1.465 1.881 -0.201 -2.559 4.226 0.235
O -2.203 3.242 -0.132 1.616 -2.684 -0.104
H 2.868 -3.521 0.821 1.154 1.314 0.202
H 4.237 -2.733 1.804 -0.901 0.252 -1.217
H 3.981 -2.283 -0.006 -0.734 -0.308 1.473
H 2.197 -1.663 2.601 0.250 0.223 -1.665
H 1.407 -1.494 0.954 1.541 -0.009 0.478
H 2.157 0.718 1.852 1.659 -0.831 -0.255
H 3.976 0.154 2.009 -1.366 -0.109 -0.676
H 2.146 0.720 -0.575 1.501 -0.280 0.797
H 3.680 -0.305 -0.711 -0.930 1.487 1.013
H 3.601 2.511 -1.115 0.948 -0.907 1.109
H 5.166 1.632 -0.580 -1.882 0.559 0.828
H 4.386 2.357 1.989 -0.511 0.542 -1.211
H 4.746 3.723 0.788 -0.959 -1.291 0.575
H 1.714 2.825 1.205 1.103 0.975 0.281
H 2.451 4.179 0.225 0.037 -1.171 1.515
H 3.623 4.978 2.644 -1.249 -0.663 -0.373
H 2.014 5.566 2.004 0.906 -1.358 0.656
H 2.433 4.541 4.614 -1.013 -0.608 -1.283
H 0.789 4.694 3.841 1.458 -1.072 -0.366
H 1.743 2.379 5.049 -0.383 -0.024 -1.847
H 2.583 2.049 3.459 -1.460 0.496 0.265
H -0.078 0.598 1.408 -0.910 0.937 0.395
H -1.805 0.883 2.041 1.332 0.560 -0.951
H -0.411 1.950 -1.172 -0.097 -0.604 0.694
H -2.420 0.923 -0.725 1.138 -0.166 0.597
Br 6.446 3.946 -2.234 -0.001 0.034 -0.009
C 5.156 4.836 -3.394 0.142 -0.178 -0.128
C 4.729 6.163 -2.820 -0.257 0.063 -0.053
Br 3.454 5.927 -1.364 0.198 0.141 -0.099
H 4.328 4.142 -3.541 0.048 0.145 0.137
H 5.679 4.978 -4.343 -0.212 -0.082 0.310
H 4.198 6.753 -3.569 0.090 -0.101 0.017
H 5.558 6.749 -2.425 -0.066 -0.151 -0.078
Br -2.129 -1.296 -3.190 -0.029 0.048 0.098
C -3.761 -0.321 -3.625 0.000 -0.188 -0.097
C -3.524 0.684 -4.723 -0.020 0.344 0.130
Br -2.601 2.262 -4.046 0.059 -0.096 0.037
H -4.118 0.129 -2.698 0.066 0.029 -0.156
H -4.470 -1.085 -3.950 0.062 0.089 -0.043
H -4.474 1.053 -5.115 0.339 -0.093 0.174
H -2.924 0.293 -5.544 -0.112 -0.043 0.185
Br 0.701 -0.885 7.028 -0.058 -0.027 -0.064
C -1.222 -0.830 6.724 0.104 0.169 0.083
C -1.907 -2.053 7.281 -0.207 -0.074 -0.123
Br -1.641 -3.599 6.126 0.089 0.029 0.119
H -1.369 -0.707 5.651 0.046 -0.044 0.151
H -1.563 0.069 7.239 -0.015 -0.119 -0.018
H -2.988 -1.906 7.314 0.083 0.012 -0.014
H -1.554 -2.332 8.274 0.012 0.084 -0.158
Br -6.676 0.375 -6.106 -0.428 -0.052 -0.183
C -7.724 -0.362 -4.636 0.236 0.085 0.112
C -7.580 -1.862 -4.561 -0.397 -0.127 -0.081
Br -8.644 -2.743 -5.937 0.108 0.004 -0.021
H -8.753 -0.034 -4.782 0.140 -0.131 0.001
H -7.321 0.108 -3.737 -0.053 -0.106 -0.032
H -7.970 -2.239 -3.616 0.073 0.166 -0.305
H -6.553 -2.204 -4.686 -0.119 0.098 0.003
Br -5.748 -2.703 5.604 -0.078 0.088 0.107
C -6.761 -1.137 6.169 0.071 -0.098 -0.301
C -5.917 -0.216 7.015 -0.175 0.150 0.211
Br -5.716 -0.906 8.828 0.107 -0.003 -0.082
H -7.650 -1.501 6.683 0.164 0.126 0.023
H -7.059 -0.641 5.244 0.054 0.031 0.127
H -6.404 0.753 7.133 0.025 -0.110 -0.049
H -4.913 -0.067 6.619 -0.161 -0.083 -0.026
Br 7.055 6.680 -5.534 0.200 0.238 -0.232
C 8.727 6.256 -4.627 -0.054 0.250 -0.053
C 9.614 5.394 -5.488 0.124 -0.187 0.105
Br 9.001 3.543 -5.506 0.003 0.062 -0.052
H 8.464 5.791 -3.678 0.014 -0.030 -0.243
H 9.199 7.221 -4.435 -0.001 -0.120 -0.044
H 10.625 5.354 -5.079 -0.130 0.082 0.030
H 9.660 5.724 -6.526 -0.074 0.001 0.165
Br 3.386 -3.012 -2.997 0.012 0.113 -0.070
C 4.934 -2.423 -4.023 -0.077 -0.297 0.003
C 6.046 -1.955 -3.118 0.177 0.282 -0.103
Br 5.676 -0.180 -2.403 0.251 -0.238 -0.220
H 4.585 -1.652 -4.710 0.108 -0.045 0.160
H 5.246 -3.298 -4.595 0.024 0.095 0.079
H 6.977 -1.849 -3.676 -0.120 -0.059 -0.004
H 6.213 -2.613 -2.265 -0.113 0.041 -0.147
Br 10.439 5.659 -1.768 0.187 -0.039 0.213
C 11.856 4.332 -1.944 -0.018 0.115 -0.219
C 11.289 2.937 -2.039 0.079 -0.235 0.161
Br 10.714 2.287 -0.295 -0.063 0.051 -0.113
H 12.527 4.469 -1.097 -0.140 -0.091 -0.092
H 12.381 4.597 -2.864 -0.048 -0.087 0.072
H 12.056 2.233 -2.367 -0.027 0.135 0.011
H 10.429 2.866 -2.705 0.113 0.112 0.071
Br -10.452 -0.869 -0.566 0.047 -0.048 -0.120
C -9.873 -2.712 -0.823 -0.199 0.106 0.164
C -8.535 -2.962 -0.174 0.101 -0.216 -0.099
Br -7.082 -2.218 -1.240 0.121 0.021 0.470
H -9.873 -2.899 -1.897 0.065 -0.007 0.162
H -10.647 -3.321 -0.353 0.138 0.019 -0.022
H -8.328 -4.032 -0.119 -0.060 0.103 -0.019
H -8.451 -2.530 0.823 -0.068 -0.018 -0.165
Br -4.277 -5.571 4.510 -0.147 -0.071 -0.027
C -6.046 -6.341 4.234 0.251 -0.055 0.146
C -6.132 -7.058 2.909 -0.282 -0.006 -0.102
Br -6.305 -5.796 1.432 0.091 -0.005 -0.006
H -6.765 -5.527 4.331 0.092 -0.099 -0.094
H -6.182 -7.041 5.059 0.002 -0.004 -0.147
H -7.031 -7.675 2.863 0.091 0.052 0.051
H -5.262 -7.677 2.698 -0.110 0.169 0.085
Br -3.564 -10.425 8.233 -0.033 0.115 -0.071
C -5.039 -9.358 7.537 0.029 -0.136 0.273
C -5.643 -9.994 6.309 -0.085 0.174 -0.195
Br -4.520 -9.707 4.741 0.004 -0.156 0.086
H -4.650 -8.356 7.357 -0.059 -0.152 -0.076
H -5.769 -9.320 8.347 0.018 -0.022 -0.133
H -6.598 -9.526 6.064 0.075 -0.025 0.088
H -5.785 -11.070 6.406 0.073 0.163 0.061
Br -3.712 0.610 -8.340 -0.002 0.060 -0.147
C -2.172 1.223 -9.365 -0.038 -0.271 -0.011
C -1.077 1.730 -8.460 0.127 0.305 -0.048
Br -1.492 3.505 -7.773 0.010 -0.127 0.017
H -2.535 1.975 -10.065 0.098 -0.042 0.167
H -1.836 0.347 -9.922 0.012 0.089 0.083
H -0.145 1.850 -9.015 -0.123 -0.061 -0.001
H -0.899 1.088 -7.597 -0.097 0.040 -0.139
```
Forces are in eV/Å.

Gap between HOMO and LUMO   9.645 eV
Strongest force on any atom   4.9 eV/A
Energy above the lowest of the compared OMol25 structures with the same formula, charge and spin   354.7 kJ/mol